{"formula": "C42H77F18N14P3", "method": "the ωB97M-V functional and the def2-TZVPD basis", "lumo_energy_ev": -8.017, "charge": 4, "de_lowest_ev": 0.3950, "orbital_gap_ev": 9.02, "spin_multiplicity": 1, "homo_energy_ev": -17.041, "total_energy_ev": -142433.8420, "species": ["C", "C", "N", "C", "C", "N", "C", "C", "H", "H", "H", "H", "H", "H", "H", "H", "H", "H", "H", "C", "C", "N", "C", "C", "N", "C", "C", "H", "H", "H", "H", "H", "H", "H", "H", "H", "H", "H", "C", "C", "N", "C", "C", "N", "C", "C", "H", "H", "H", "H", "H", "H", "H", "H", "H", "H", "H", "C", "C", "N", "C", "C", "N", "C", "C", "H", "H", "H", "H", "H", "H", "H", "H", "H", "H", "H", "C", "C", "N", "C", "C", "N", "C", "C", "H", "H", "H", "H", "H", "H", "H", "H", "H", "H", "H", "C", "C", "N", "C", "C", "N", "C", "C", "H", "H", "H", "H", "H", "H", "H", "H", "H", "H", "H", "C", "C", "N", "C", "C", "N", "C", "C", "H", "H", "H", "H", "H", "H", "H", "H", "H", "H", "H", "P", "F", "F", "F", "F", "F", "F", "P", "F", "F", "F", "F", "F", "F", "P", "F", "F", "F", "F", "F", "F"], "coordinates": [[8.572, 3.290, 0.154], [8.077, 2.530, -1.055], [7.084, 1.480, -0.673], [7.230, 0.441, 0.222], [6.048, -0.205, 0.270], [5.149, 0.521, -0.469], [5.813, 1.515, -1.049], [3.740, 0.142, -0.651], [7.780, 3.875, 0.627], [9.280, 4.046, -0.195], [9.072, 2.670, 0.893], [8.896, 1.976, -1.510], [7.563, 3.148, -1.783], [8.168, 0.228, 0.705], [5.755, -1.113, 0.776], [5.380, 2.291, -1.657], [3.768, -0.893, -0.979], [3.314, 0.791, -1.413], [3.189, 0.258, 0.280], [1.260, 7.896, -5.501], [1.620, 7.022, -4.298], [0.529, 6.086, -3.967], [-0.785, 6.431, -3.767], [-1.412, 5.341, -3.278], [-0.454, 4.356, -3.115], [0.684, 4.823, -3.584], [-0.670, 2.954, -2.681], [2.151, 8.436, -5.814], [0.451, 8.592, -5.286], [0.951, 7.282, -6.348], [1.776, 7.649, -3.421], [2.529, 6.482, -4.549], [-1.214, 7.345, -4.140], [-2.441, 5.109, -3.072], [1.565, 4.211, -3.679], [-0.018, 2.362, -3.313], [-1.719, 2.688, -2.732], [-0.377, 2.893, -1.636], [-4.132, -2.312, -5.249], [-3.773, -1.205, -4.266], [-2.330, -0.930, -4.281], [-1.680, -0.218, -5.284], [-0.357, -0.389, -5.104], [-0.203, -1.240, -4.013], [-1.402, -1.510, -3.550], [1.022, -1.873, -3.516], [-5.172, -2.615, -5.144], [-3.416, -3.124, -5.185], [-4.146, -1.855, -6.245], [-3.985, -1.489, -3.231], [-4.319, -0.278, -4.441], [-2.257, 0.286, -6.040], [0.521, -0.051, -5.626], [-1.687, -2.133, -2.710], [1.823, -1.691, -4.221], [0.831, -2.936, -3.387], [1.211, -1.504, -2.506], [6.850, 1.599, 3.795], [6.467, 3.047, 3.526], [5.060, 3.107, 3.117], [3.982, 2.784, 3.901], [2.882, 2.961, 3.143], [3.295, 3.487, 1.943], [4.621, 3.579, 1.963], [2.371, 3.792, 0.853], [6.535, 0.973, 2.961], [6.584, 1.183, 4.763], [7.935, 1.437, 3.757], [7.073, 3.287, 2.653], [6.663, 3.761, 4.318], [4.117, 2.336, 4.870], [1.831, 2.889, 3.361], [5.275, 3.968, 1.202], [2.884, 4.407, 0.116], [1.630, 4.467, 1.286], [1.901, 2.884, 0.486], [-4.224, 3.861, 1.936], [-4.141, 3.051, 0.652], [-5.232, 2.084, 0.425], [-6.337, 1.850, 1.226], [-7.011, 0.817, 0.678], [-6.277, 0.363, -0.398], [-5.249, 1.180, -0.549], [-6.604, -0.810, -1.226], [-3.663, 3.389, 2.740], [-5.236, 4.044, 2.291], [-3.758, 4.825, 1.743], [-3.174, 2.544, 0.651], [-4.131, 3.663, -0.252], [-6.592, 2.508, 2.036], [-7.944, 0.386, 1.000], [-4.436, 1.094, -1.250], [-6.919, -0.458, -2.211], [-7.459, -1.356, -0.845], [-5.688, -1.383, -1.321], [2.472, -7.051, -0.376], [1.262, -6.198, -0.742], [0.980, -5.144, 0.232], [1.829, -4.082, 0.501], [1.156, -3.248, 1.324], [-0.055, -3.842, 1.603], [-0.124, -4.999, 0.952], [-1.072, -3.287, 2.492], [3.401, -6.607, -0.746], [2.385, -8.012, -0.882], [2.643, -7.217, 0.686], [0.391, -6.852, -0.760], [1.368, -5.776, -1.738], [2.823, -4.076, 0.092], [1.491, -2.410, 1.913], [-0.987, -5.643, 0.910], [-1.885, -4.005, 2.558], [-1.447, -2.381, 2.016], [-0.602, -3.051, 3.444], [-5.641, -0.750, 4.082], [-4.378, -1.441, 3.548], [-4.500, -2.909, 3.572], [-5.114, -3.670, 2.614], [-4.974, -4.962, 2.972], [-4.270, -4.975, 4.154], [-3.984, -3.721, 4.480], [-3.834, -6.185, 4.875], [-5.335, 0.059, 4.746], [-6.269, -1.400, 4.689], [-6.230, -0.324, 3.274], [-3.542, -1.178, 4.193], [-4.137, -1.191, 2.519], [-5.601, -3.294, 1.731], [-5.301, -5.856, 2.471], [-3.352, -3.447, 5.309], [-4.619, -6.548, 5.527], [-2.953, -5.894, 5.448], [-3.469, -6.907, 4.151], [-1.220, 0.218, 0.128], [-1.176, 1.689, 0.844], [0.097, 0.676, -0.777], [-0.141, -0.263, 1.231], [-1.193, -1.190, -0.625], [-2.431, -0.242, 1.069], [-2.238, 0.819, -0.984], [-3.583, -4.568, -1.095], [-4.111, -5.470, 0.134], [-4.252, -5.463, -2.209], [-4.889, -3.634, -0.986], [-2.956, -3.653, -2.320], [-2.803, -3.563, -0.057], [-2.254, -5.516, -1.123], [3.676, -0.979, 3.670], [3.243, -2.332, 4.391], [3.705, -0.029, 4.951], [5.225, -1.309, 3.974], [4.086, 0.308, 2.702], [3.815, -1.870, 2.258], [2.139, -0.638, 3.335]]}